Formula: C17H17BrN8OS
Source: the Open Molecules 2025 dataset
Level of theory: ωB97M-V/def2-TZVPD

The value obtained for the HOMO energy is -0.2973 Ha. As for the LUMO energy: -0.38 eV. Its energy above the lowest of the compared OMol25 structures with the same formula, charge and spin is 66.8 kcal per mole. For the gap between HOMO and LUMO, the calculation gives 7.705 eV. Its net charge is 0.

CARTESIAN COORDINATES (ANGSTROEM)
C -2.41134 -0.94860 6.18863
C -1.23539 -1.21235 5.31623
C -1.16453 -1.88271 4.15243
C 0.27141 -1.99541 3.85898
C 0.58873 -2.82700 2.53602
N 0.78846 -1.88706 1.42128
C 1.79426 -0.83461 1.47967
C 2.02208 0.08661 0.35631
N 0.73668 0.43541 -0.35757
C 0.55269 1.59942 -1.05355
C 0.54165 2.82501 -0.20856
Br 0.39380 2.80986 1.70331
C 0.50248 3.99291 -0.97258
N 0.35972 4.01318 -2.31283
C 0.14215 2.88578 -3.00253
N -0.01511 2.77478 -4.35007
C -0.07852 1.43584 -4.59190
C -0.33374 0.86678 -5.94060
C -0.45271 1.56166 -7.08282
S -0.52570 0.34121 -8.33256
N -0.68759 -0.91893 -7.23441
N -0.66641 -0.50041 -6.06015
N 0.26175 0.75609 -3.43491
C 0.28292 1.67705 -2.40543
C -0.19326 -0.64467 -0.54207
C -0.44105 -1.48006 0.69387
N 1.00593 -1.63777 4.82375
O 0.08504 -1.00540 5.75759
H -2.11207 -0.61449 7.18021
H -3.00552 -0.14808 5.68828
H -3.04605 -1.76171 6.38042
H -2.00505 -2.46958 3.61739
H -0.28401 -3.52703 2.16610
H 1.57738 -3.25535 2.57334
H 1.66657 -0.29587 2.40052
H 2.75073 -1.32382 1.40321
H 2.60429 -0.46744 -0.50214
H 2.38303 1.13620 0.64003
H 0.42167 4.86265 -0.45083
H -0.34242 2.59307 -7.18466
H 0.42887 -0.21057 -3.44050
H 0.11171 -1.31246 -1.41771
H -1.16137 -0.23797 -0.97237
H -1.12488 -0.96470 1.29390
H -0.98733 -2.28949 0.21925



Formula: C3H4N2O3
Source: the Open Molecules 2025 dataset
Level of theory: ωB97M-V/def2-TZVPD

The value obtained for the HOMO energy is -0.3550 Ha. As for the LUMO energy: 0.16 eV. Its energy above the lowest of the compared OMol25 structures with the same formula, charge and spin is 77.5 kcal per mole. For the gap between HOMO and LUMO, the calculation gives 9.822 eV. Its net charge is 0.

CARTESIAN COORDINATES (ANGSTROEM)
O -2.26379 -0.02016 -0.43013
C -1.49572 -0.96345 -0.19582
N -0.18224 -0.86506 0.18797
C 0.40130 0.40677 0.05705
C -0.47952 1.61129 0.23947
O -0.11726 2.63740 -0.26137
N 1.68630 0.60400 -0.14324
O 2.24073 -0.62064 -0.24143
H -1.86275 -2.05097 -0.03617
H 0.27417 -1.82263 0.51734
H -1.38745 1.46723 0.91481
H 3.18623 -0.38378 -0.60846



Formula: C35H47BrN3O3SbTm
Source: the Open Molecules 2025 dataset
Level of theory: ωB97M-V/def2-TZVPD

The value obtained for the HOMO energy (spin up / spin down) is -0.5790 / -0.5788 Ha. As for the LUMO energy (spin up / spin down): -8.00 / -8.00 eV. For the gap between HOMO and LUMO (spin up / spin down), the calculation gives 7.759 / 7.747 eV. The spin multiplicity is 3. Its net charge is +3.

CARTESIAN COORDINATES (ANGSTROEM)
Tm -0.75838 0.27491 -0.01882
C -0.81818 -1.11464 3.03452
O -0.64647 0.11223 2.29311
C 0.26063 1.04748 2.97571
C 0.02316 2.40488 2.42911
O 0.01412 2.26870 0.96972
C 0.48124 3.34265 0.16250
C -0.36429 3.40282 -1.02037
O -0.54796 2.05367 -1.46529
C -1.17129 1.97180 -2.72617
H -1.41470 -0.99547 3.92135
H 0.16033 -1.60692 3.16899
H -1.33639 -1.75128 2.34963
H 1.30500 0.73641 2.81674
H 0.00134 1.03981 4.05045
H 0.85781 3.10062 2.75836
H -0.90478 2.85720 2.70755
H 1.52965 3.15814 -0.07986
H 0.40471 4.25503 0.75580
H 0.22758 3.98119 -1.73771
H -1.31792 3.81476 -0.79896
H -2.14953 2.42486 -2.68367
H -1.10430 0.90075 -3.00405
H -0.56066 2.44527 -3.48269
Br -3.00760 -4.98354 -2.41559
C -1.69630 -3.66611 -2.40438
C -0.83251 -3.54636 -3.47082
C 0.16435 -2.58882 -3.41671
C 0.23546 -1.71624 -2.37118
N -0.60961 -1.75308 -1.30860
C -1.54459 -2.76861 -1.34532
H -0.93422 -4.15421 -4.35782
H 0.89505 -2.45833 -4.22473
H 1.07923 -0.93814 -2.39311
H -2.23486 -2.69275 -0.47619
C -7.05171 1.08348 -1.52451
C -6.43718 -0.16370 -0.91827
N -5.23981 0.12094 -0.08477
C -5.54744 0.69809 1.26532
C -5.48943 2.20133 1.29923
C -4.05087 0.10912 -0.60193
C -3.85826 -0.32491 -2.03403
N -2.97941 0.54535 0.00034
H -7.83860 0.84180 -2.20652
H -6.38906 1.73672 -2.05696
H -7.58567 1.56044 -0.65448
H -6.17097 -0.82419 -1.66472
H -7.17999 -0.67292 -0.23074
H -4.85282 0.26227 1.99062
H -6.56156 0.36262 1.44077
H -4.45787 2.51265 1.49230
H -6.13993 2.69900 2.01125
H -5.88824 2.58173 0.33353
H -4.40168 -1.21738 -2.26830
H -2.77674 -0.38336 -2.10766
H -4.25178 0.43060 -2.73972
H -3.15956 1.01055 0.90155
C 5.02564 3.01353 2.67100
C 4.65301 1.92914 3.37067
C 3.91216 0.92084 2.72946
C 3.58420 1.08824 1.35326
C 4.06174 2.21208 0.64937
C 4.75876 3.19194 1.35063
Sb 2.44145 -0.38422 0.34206
C 3.54591 -0.59495 -1.46079
C 4.49538 -1.67358 -1.42019
C 5.29978 -1.83320 -2.55857
C 5.21730 -0.96466 -3.64806
C 4.28777 0.04995 -3.67388
C 3.46260 0.24039 -2.54880
C 2.73461 -2.18475 1.49264
C 3.94553 -2.37049 2.16996
C 4.19475 -3.54526 2.84818
C 3.18305 -4.49426 3.00037
C 2.02432 -4.33449 2.26406
C 1.84071 -3.21044 1.44914
H 5.56848 3.77302 3.13671
H 4.89501 1.84387 4.43604
H 3.66510 0.03395 3.34431
H 3.89876 2.40149 -0.41170
H 5.13330 3.95955 0.78457
H 4.53387 -2.30931 -0.57266
H 6.05848 -2.57558 -2.45889
H 5.97147 -1.10663 -4.40670
H 4.25310 0.74458 -4.53239
H 2.76076 1.11071 -2.62710
H 4.69131 -1.59106 2.00457
H 5.17380 -3.75213 3.36896
H 3.24980 -5.38250 3.58648
H 1.23403 -5.08855 2.20287
H 0.86753 -3.14610 0.93066



Formula: C2H6N3O2
Source: the Open Molecules 2025 dataset
Level of theory: ωB97M-V/def2-TZVPD

The value obtained for the HOMO energy is -0.5412 Ha. As for the LUMO energy: -4.14 eV. Its energy above the lowest of the compared OMol25 structures with the same formula, charge and spin is 23.0 kcal per mole. For the gap between HOMO and LUMO, the calculation gives 10.585 eV. Its net charge is +1.

CARTESIAN COORDINATES (ANGSTROEM)
C 0.79435 -0.77218 -0.96443
C -2.14399 -0.26677 1.74696
N -3.27367 -0.54207 1.55898
N 0.79048 0.25216 -0.13758
N 1.57486 1.39276 -0.39928
O 1.52354 -0.78561 -2.12252
O -1.01954 -0.15799 1.94903
H 0.15946 -1.62991 -0.69109
H 0.30569 0.10975 0.78220
H -4.28151 -0.78680 1.77393
H 2.08015 1.49751 -1.28576
H 1.92117 1.72455 0.47967
H 1.56902 -0.03539 -2.69011